13 unconnected molecules or ions with the total composition C8H42O17 at a distorted geometry. Source: the Open Molecules 2025 dataset; level of theory: wB97M-V/def2-TZVPD.

Geometry as XYZ:
```
67
Properties=species:S:1:pos:R:3:forces:R:3
O 27.092034 -29.477742 20.342498 0.239 -0.214 -0.071
H 26.822137 -28.585379 20.559478 -0.061 0.387 0.158
H 26.337811 -29.852713 19.887773 -0.131 -0.121 -0.114
O 34.622523 -26.586483 18.069796 0.541 -0.123 -0.163
H 34.539779 -25.678324 18.360728 -0.138 0.336 0.060
H 33.728379 -26.927521 18.090471 -0.463 0.015 0.037
O 27.226515 -24.493236 20.930396 0.045 -0.137 0.399
H 27.690198 -24.152815 20.165313 0.337 0.099 -0.346
H 26.416015 -23.985205 20.965474 -0.202 0.016 -0.020
O 28.652855 -23.103348 17.833686 -0.956 -0.344 0.089
H 29.545360 -23.263783 17.527196 1.090 -0.151 -0.005
H 28.671611 -22.206798 18.168461 0.019 0.324 0.106
O 26.812990 -24.671649 16.474724 -0.741 -0.503 -0.448
H 26.839610 -24.253435 15.614135 0.107 0.051 -0.264
H 27.494313 -24.226834 16.978889 0.447 0.954 0.424
O 31.484959 -23.558222 17.763309 -1.042 -0.850 -0.826
H 31.678872 -23.384680 18.684457 0.248 0.362 1.081
H 32.167416 -23.090302 17.282120 0.683 0.546 -0.428
O 29.769043 -29.555549 16.152171 0.129 -0.322 0.124
H 29.466842 -28.656146 16.278584 -0.231 0.470 0.115
H 29.776811 -29.674874 15.202467 0.025 -0.044 -0.225
O 30.721710 -24.994781 21.069195 -0.426 0.302 0.716
H 31.341826 -25.313816 20.413520 0.243 -0.420 -0.889
H 30.996370 -24.094084 21.241062 -0.033 0.362 0.199
O 25.111875 -25.211788 18.541688 -0.459 -0.332 0.597
H 24.874780 -24.321902 18.802687 -0.030 0.157 0.021
H 25.359782 -25.133673 17.620450 0.415 0.132 -0.494
C 29.764657 -25.074200 14.532880 0.597 -0.024 2.159
C 31.185280 -25.747878 14.629450 -1.893 1.423 -1.268
O 31.602404 -26.059252 13.313836 0.225 -0.483 -0.319
O 29.646878 -23.795730 13.903914 0.261 -0.939 -0.823
H 29.493007 -24.855338 15.565551 0.218 -0.408 0.464
H 28.979402 -25.782801 14.269538 0.161 0.199 -0.945
H 31.083818 -26.650302 15.232300 0.128 0.138 0.348
H 31.872465 -24.996250 15.017962 0.082 -0.188 0.644
H 32.441838 -26.516526 13.402472 0.143 -0.039 -0.209
H 30.413773 -23.305567 14.209227 0.075 0.318 0.017
C 29.180857 -27.157727 18.560398 0.937 -0.468 -0.438
C 30.680095 -27.383108 18.573420 1.704 1.334 0.848
O 31.495040 -26.185074 18.823757 -0.403 -0.836 -0.249
O 28.785581 -26.537213 17.328584 0.350 -0.406 0.492
H 28.830750 -26.565834 19.406083 0.242 -0.096 0.148
H 28.811828 -28.180230 18.640406 -0.701 -0.020 -0.043
H 31.151435 -27.812104 17.689167 -0.841 -0.313 -0.352
H 31.020359 -28.011053 19.396828 -0.684 -0.306 0.107
H 31.398253 -25.606516 18.063827 -0.004 0.624 -0.208
H 28.108531 -25.894155 17.551506 -0.199 -0.165 -0.342
C 33.751234 -29.271616 19.212670 0.922 -1.561 0.692
C 34.192658 -30.591276 19.907467 0.732 2.123 -0.437
O 33.086783 -31.072385 20.588844 -0.723 -1.578 0.292
O 33.010999 -29.549530 18.014717 1.243 0.933 0.071
H 34.689296 -28.727327 19.103589 -0.275 0.226 -1.351
H 33.207955 -28.652307 19.926386 -0.499 -0.057 0.060
H 34.997880 -30.460511 20.630389 0.228 0.761 0.251
H 34.730709 -31.201721 19.182231 -1.112 -0.801 -0.291
H 33.001778 -30.435063 21.301725 -0.485 -0.163 0.194
H 32.229528 -30.086768 18.164008 -0.035 -0.025 0.559
C 29.428465 -27.148354 23.419628 0.602 -0.338 1.777
C 28.785973 -28.422500 24.015626 -0.903 0.679 -2.177
O 27.719346 -28.858516 23.109754 0.565 0.203 1.156
O 30.214217 -27.337478 22.288780 -0.421 -1.305 -0.472
H 30.109631 -26.785250 24.189220 0.061 0.259 0.628
H 28.691109 -26.356933 23.285290 -0.416 -0.222 -0.170
H 28.344550 -28.142176 24.972015 -0.115 -0.200 -0.052
H 29.453697 -29.277317 24.123025 0.432 0.300 0.237
H 28.186581 -29.195722 22.341917 -0.165 -0.118 -0.343
H 30.315512 -26.462584 21.906798 0.306 0.582 -0.491
```
Forces are in eV/Å.

Calculated values
Multiplicity: 2
Expectation value of S²: 0.7504
Electronic energy: -43782.73816 eV
Net charge: -1